Entry 1:
The following is a quantum chemistry calculation of the molecule C11H16N4O5, from OMol25.

Calculated values
Relative energy (zero: lowest compared OMol25 entry of this formula, charge and spin) in kJ/mol: 5.8
Calculated total energy in Ha: -1024.0723
Kohn-Sham gap in hartree: 0.3482
SMILES string: N[C@@H](CCC(=O)O)C(=O)N[C@@H](Cc1c[nH]cn1)C(=O)O
Multiplicity: 1

CARTESIAN COORDINATES (ANGSTROEM)
C -0.015292 -2.446846 -0.659846
C 0.581540 -1.048418 -0.502672
C -0.929835 -2.716511 0.555537
C -1.605782 -4.085276 0.449498
C -2.497513 -4.375054 1.623290
C 0.352916 1.328860 -0.956368
C 1.570992 1.367353 -1.862421
C 0.581166 1.914619 0.452192
C 0.518794 3.415875 0.463940
C 1.348970 4.310043 1.085482
C -0.256683 5.357579 0.009233
H 1.747009 -3.233085 -0.054072
H 1.527480 -3.381176 -1.610556
H -0.611185 -2.499210 -1.569748
H -0.347721 -2.666421 1.473251
H -1.683717 -1.937343 0.617482
H -0.886340 -4.894686 0.342264
H -2.210953 -4.123444 -0.441826
H -3.951421 -3.659738 2.625891
H -0.946326 -0.217085 -1.561335
H -0.405278 1.966731 -1.456715
H 1.522360 1.537849 0.866968
H -0.245617 1.525503 1.065011
H 2.223657 4.165232 1.695035
H -0.871959 6.185141 -0.349685
H 1.186373 6.432674 1.118301
H 3.134435 2.269053 -2.177277
N 1.027436 -3.470574 -0.739956
N -0.195433 -0.012059 -0.924530
N -0.474529 4.098802 -0.204021
N 0.834897 5.552676 0.797269
O 1.673501 -0.869938 0.036160
O -2.465299 -5.356714 2.313412
O -3.402064 -3.393805 1.833817
O 1.736354 0.613895 -2.798418
O 2.435064 2.345500 -1.554590

Forces on atoms 1 to 6 (eV/Å):
C 0.365 -0.252 0.532
C 0.595 0.207 0.338
C 0.059 -0.227 -0.468
C 0.288 -0.007 0.228
C -0.128 -0.136 0.038
C -0.469 0.500 -0.015

=====

Entry 2:
The following is a quantum chemistry calculation of the molecule C18H20N2O5S, from OMol25.

Calculated values
Relative energy (zero: lowest compared OMol25 entry of this formula, charge and spin) in kJ/mol: 53.9
Calculated total energy in Ha: -1581.8266
Kohn-Sham gap in hartree: 0.3325
SMILES string: CCCNC(=O)c1ccccc1NS(=O)(=O)c1ccc2c(c1)OCCO2
Multiplicity: 1

CARTESIAN COORDINATES (ANGSTROEM)
C -1.239039 -2.822294 -1.525119
H -0.720182 -2.077852 -0.924369
C -2.477234 -3.334287 -0.799652
H -2.184787 -3.803842 0.143457
C -3.474938 -2.210203 -0.518045
N -2.917068 -1.203049 0.353811
C -2.700241 0.068848 -0.045048
O -3.007705 0.438071 -1.174813
C -2.044581 0.958756 0.947696
C -2.063012 0.680526 2.315611
C -1.380468 1.468557 3.218821
C -0.656178 2.563260 2.766345
C -0.655421 2.887008 1.427358
C -1.362763 2.112036 0.505471
N -1.394055 2.496058 -0.818537
S -0.018049 2.993787 -1.632303
O 0.507580 4.178760 -1.025053
O -0.374343 3.027683 -3.015282
C 1.083128 1.620594 -1.311146
C 2.029577 1.728714 -0.316094
C 2.827880 0.633482 -0.007736
C 2.672144 -0.555833 -0.734319
C 1.695107 -0.645563 -1.721778
C 0.888816 0.439877 -2.003861
H 0.129771 0.395968 -2.767307
H 1.596605 -1.576048 -2.256849
O 3.464187 -1.646884 -0.508975
C 4.623702 -1.355848 0.243152
C 4.264284 -0.481112 1.442410
H 5.144331 -0.246374 2.042343
O 3.738577 0.753442 1.003615
H 3.522752 -1.002958 2.062531
H 5.036410 -2.315063 0.557906
H 5.352409 -0.827189 -0.385323
H 2.160021 2.656910 0.213804
H -2.018914 1.912892 -1.381904
H -0.131815 3.754725 1.061676
H -0.111401 3.177460 3.467271
H -1.414853 1.235270 4.272138
H -2.644985 -0.149284 2.691180
H -2.570205 -1.514677 1.245818
H -3.746657 -1.702086 -1.445755
H -4.381030 -2.621134 -0.058557
H -2.975705 -4.090622 -1.407767
H -0.552023 -3.640116 -1.728508
H -1.519620 -2.360377 -2.468331

Forces on atoms 1 to 6 (eV/Å):
C -0.135 -0.141 0.145
H 0.082 0.058 0.004
C 0.010 0.303 -0.091
H -0.045 -0.098 0.014
C -0.158 -0.311 -0.157
N -0.011 -0.140 0.237

=====

Entry 3:
The following is a quantum chemistry calculation of a structure of composition C24H24BNO5Tl, from OMol25.

Calculated values
Relative energy (zero: lowest compared OMol25 entry of this formula, charge and spin) in kJ/mol: 25.7
Charge: -1
Calculated total energy in Ha: -1557.3932
Kohn-Sham gap in hartree: 0.2272
Multiplicity: 1

CARTESIAN COORDINATES (ANGSTROEM)
Tl -0.686287 0.207669 -0.322540
C 0.682351 3.553213 -3.655253
C 0.537954 2.283472 -2.843600
C 0.783036 0.979038 -3.524425
O 0.198825 2.338706 -1.667355
H 0.934238 3.355028 -4.692462
H 1.466655 4.162978 -3.208762
H -0.245061 4.123196 -3.608403
H 0.865330 1.065423 -4.604560
H -0.035860 0.294883 -3.259457
H 1.682795 0.519461 -3.114187
O 1.300763 1.078052 3.061651
B 0.113012 0.857819 2.316469
O -0.965148 1.199430 3.202524
C -0.436466 1.609478 4.364902
C -1.057035 2.066301 5.509375
C -0.244589 2.455275 6.566247
C 1.135904 2.371816 6.484844
C 1.766197 1.900323 5.340064
C 0.965274 1.530594 4.277605
H -2.133026 2.123852 5.581390
H -0.702858 2.827290 7.472776
H 1.737638 2.676554 7.330559
H 2.841175 1.828061 5.279971
C -3.939166 -6.623078 0.422825
C -3.344166 -5.255332 0.602932
C -3.960203 -4.346311 1.452650
C -3.403279 -3.098762 1.670983
C -2.246128 -2.737870 1.014659
C -1.641113 -3.612921 0.111273
N -0.495337 -3.201429 -0.568064
C -0.396712 -3.058553 -1.941861
C -1.420859 -3.451815 -2.802921
C -1.273310 -3.347308 -4.172869
C -0.098511 -2.857513 -4.714484
C 0.909373 -2.431532 -3.864356
C 0.774205 -2.508265 -2.489478
C 1.849718 -1.846837 -1.620869
O 3.026071 -2.023123 -1.917435
O 1.400439 -1.125439 -0.677528
C -2.169178 -4.902158 -0.062600
C -1.448646 -5.911758 -0.908561
H -4.943916 -6.662902 0.838805
H -3.329685 -7.371390 0.931566
H -3.987973 -6.885823 -0.632267
H -4.870072 -4.628428 1.964138
H -3.883948 -2.400257 2.340074
H -1.795608 -1.771030 1.203606
H 0.127418 -2.573131 -0.064947
H -2.350960 -3.807168 -2.387393
H -2.088666 -3.649452 -4.818839
H 0.020003 -2.791672 -5.788331
H 1.828872 -2.021027 -4.257738
H -0.454297 -5.552866 -1.157152
H -1.980827 -6.110761 -1.839668
H -1.356645 -6.853811 -0.368637

Forces on atoms 1 to 6 (eV/Å):
Tl 0.088 0.062 0.736
C 0.039 0.027 0.130
C -0.401 0.202 0.658
C -0.243 -0.421 0.170
O 0.498 0.296 -0.957
H 0.014 -0.016 -0.060

=====

Entry 4:
The following is a quantum chemistry calculation of the ion C32H58FIN5O4 with charge +1, from OMol25.

Calculated values
Charge: +1
Calculated total energy in Ha: -2226.0569
Kohn-Sham gap in hartree: 0.2676
Multiplicity: 1

CARTESIAN COORDINATES (ANGSTROEM)
C 2.802973 -5.143346 0.788121
O 3.874629 -4.939559 -0.098130
C 4.385033 -3.610136 -0.092057
C 5.914304 -3.645819 -0.068490
C 6.579528 -2.536491 -0.894266
C 5.976081 -1.142499 -0.701235
C 5.968995 -0.641366 0.754292
C 4.758698 0.252557 1.089545
C 5.059623 1.741900 0.914463
C 3.803977 2.606748 0.810960
C 3.054006 2.761425 2.132688
C 1.595026 3.196643 1.936582
C 0.740367 2.019896 1.479283
C -0.761390 2.352467 1.430075
N -1.479621 1.571510 0.389167
C -1.969407 2.142077 -0.762250
C -1.948121 3.636876 -0.915064
C -0.645489 4.306337 -1.494902
N 0.451439 3.358308 -1.436931
N -0.379258 5.486747 -0.701718
N -0.836787 4.832129 -2.852617
C -2.528540 1.320563 -1.731210
C -3.074194 1.862280 -3.035709
C -2.353623 1.395392 -4.322128
C -0.836398 1.369428 -4.240894
I -0.002462 1.087135 -6.198372
C -2.604359 -0.058802 -1.474398
C -3.203805 -0.948332 -2.527195
O -4.284238 -0.850542 -3.000068
O -2.427172 -2.024933 -2.943190
F -1.068459 -1.639513 -2.835297
C -2.172120 -0.630734 -0.289911
C -2.269223 -2.103240 0.027322
C -3.632080 -2.798971 -0.211590
C -4.896172 -1.956640 0.055478
C -5.872282 -2.633015 1.015930
O -6.027182 -3.978319 0.654504
C -6.687258 -4.735564 1.650358
C -1.606668 0.247718 0.650151
N -1.071015 -0.227693 1.829399
C -1.788881 -0.442663 2.860102
C -3.231241 -0.045309 2.986395
C -1.147823 -1.098681 4.047391
H 2.002738 -4.407599 0.630716
H 3.128271 -5.088383 1.833849
H 2.392880 -6.133428 0.597053
H 3.997270 -3.081770 0.784814
H 4.035145 -3.115875 -1.004603
H 6.206851 -4.623676 -0.451798
H 6.257703 -3.594936 0.967116
H 7.651942 -2.531419 -0.689430
H 6.464759 -2.805090 -1.949895
H 6.554787 -0.441484 -1.310158
H 4.967142 -1.126977 -1.121566
H 6.889333 -0.077771 0.929687
H 5.990935 -1.493825 1.434492
H 3.923056 -0.042330 0.447726
H 4.477907 0.053506 2.127622
H 5.629969 1.865480 -0.012948
H 5.714382 2.084821 1.720529
H 4.081878 3.593483 0.423703
H 3.146333 2.162439 0.055438
H 3.585580 3.429280 2.811485
H 3.035411 1.782318 2.626396
H 1.187172 3.618802 2.857609
H 1.598133 3.960088 1.150678
H 1.063197 1.636555 0.512951
H 0.882610 1.206579 2.194329
H -0.898930 3.406851 1.239129
H -1.206096 2.127239 2.396149
H -2.779796 3.936320 -1.545364
H -2.141750 4.111109 0.042885
H 0.402075 2.675738 -2.185239
H 1.322673 3.863440 -1.555518
H 0.176439 6.145713 -1.231448
H 0.072293 5.266376 0.174873
H -1.520783 5.583672 -2.810734
H -1.248306 4.130502 -3.459639
H -4.110207 1.525531 -3.111436
H -3.115299 2.947047 -3.039373
H -2.718613 0.419770 -4.646898
H -2.643206 2.084298 -5.117949
H -0.448706 0.531068 -3.669849
H -0.409083 2.310687 -3.906759
H -1.971976 -2.280791 1.055218
H -1.516980 -2.608597 -0.586090
H -3.656944 -3.651044 0.469056
H -3.687518 -3.239787 -1.204558
H -5.430175 -1.791235 -0.881572
H -4.665736 -0.971845 0.469314
H -5.538025 -2.528992 2.061416
H -6.838722 -2.111943 0.956694
H -6.911802 -5.712894 1.232565
H -7.618794 -4.249060 1.957822
H -6.049012 -4.857084 2.532953
H -3.580898 -0.194119 4.006080
H -3.868951 -0.643824 2.332845
H -3.381805 1.002563 2.715178
H -0.860374 -0.340922 4.780115
H -1.888135 -1.733192 4.538812
H -0.291650 -1.697354 3.750943

Forces on atoms 1 to 6 (eV/Å):
C -0.116 0.059 -0.057
O 0.068 -0.025 0.139
C 0.167 -0.314 -0.105
C -0.079 0.145 0.116
C -0.309 -0.217 -0.170
C 0.393 0.182 0.041